## w
Entry from the OMol25 dataset: C4H9NO2 in the gas phase (ωB97M-V/def2-TZVPD).

The geometry in ORCA input format:
```
! wB97M-V def2-TZVPD RIJCOSX def2/J DEFGRID3
* xyz 0 1
N 1.18 0.55 1.42
C 1.24 -0.74 1.00
O 1.84 -1.60 1.63
C 0.42 -1.09 -0.23
C -1.01 -0.56 -0.24
C -1.23 0.87 -0.74
O -0.05 1.62 -0.94
H 1.72 0.78 2.25
H 0.90 1.29 0.79
H 0.94 -0.82 -1.15
H 0.41 -2.19 -0.23
H -1.62 -1.23 -0.85
H -1.40 -0.65 0.78
H -1.83 0.88 -1.65
H -1.79 1.45 -0.01
H 0.28 1.43 -1.82
*
```

Results
- LUMO energy: 0.60 eV
- SMILES: NC(=O)CCCO
- Highest occupied orbital energy: -0.3491 Ha



## x
Entry from the OMol25 dataset: 2 unconnected molecules or ions with the total composition C4H9NO2 (ωB97M-V/def2-TZVPD).

The geometry in ORCA input format:
```
! wB97M-V def2-TZVPD RIJCOSX def2/J DEFGRID3
* xyz 0 1
C 2.86 0.14 0.07
C 1.29 0.31 -0.34
C 0.43 -0.66 -0.02
N -0.97 -0.55 -0.30
C -1.70 -1.70 -0.17
O -1.19 -2.76 0.07
H 2.90 0.36 1.14
H 3.21 -0.93 -0.08
H 3.53 0.83 -0.44
H 1.00 1.25 -0.84
H 0.68 -1.51 0.67
H -1.41 0.36 -0.31
H -2.80 -1.60 -0.32
O -2.52 1.89 0.02
H -2.17 2.79 0.08
H -3.15 1.79 0.76
*
```

Results
- LUMO energy: 0.34 eV
- SMILES: C/C=C/NC=O.O
- Highest occupied orbital energy: -0.3133 Ha



## y
Entry from the OMol25 dataset: a molecular structure, C4H9NO2 (ωB97M-V/def2-TZVPD).

The geometry in ORCA input format:
```
! wB97M-V def2-TZVPD RIJCOSX def2/J DEFGRID3
* xyz 0 1
C 1.48 -0.32 -0.35
C -1.03 0.85 -0.81
C -0.82 -0.49 1.30
C -0.44 -0.33 -0.15
N 1.94 0.79 0.13
O 1.88 -1.31 -0.89
O -0.83 -1.40 -0.90
H -2.09 1.07 -0.43
H -0.40 1.70 -0.69
H -1.12 0.60 -1.84
H -1.71 -1.14 1.18
H -1.10 0.43 1.79
H -0.01 -1.02 1.94
H 1.31 1.30 0.70
H 2.95 1.10 0.23
H 0.01 -1.83 -1.23
*
```

Results
- LUMO energy: 0.65 eV
- Highest occupied orbital energy: -0.3265 Ha



## z
Entry from the OMol25 dataset: 2 unconnected molecules or ions with the total composition C4H9NO2 (ωB97M-V/def2-TZVPD).

The geometry in ORCA input format:
```
! wB97M-V def2-TZVPD RIJCOSX def2/J DEFGRID3
* xyz 0 1
C -1.71 -1.69 -0.71
C -0.24 1.17 -0.41
O -0.68 2.40 -0.27
C 0.18 0.68 0.97
N 1.35 -0.17 0.82
C 2.34 0.28 0.02
O 2.33 1.38 -0.50
H -1.16 -2.63 -0.63
H -2.52 -1.80 -1.43
H -2.13 -1.42 0.27
H -1.04 -0.89 -1.04
H -0.95 2.69 -1.15
H 0.37 1.50 1.68
H -0.64 0.07 1.36
H 1.35 -1.13 1.14
H 3.17 -0.44 -0.12
*
```

Results
- LUMO energy: 0.81 eV
- Highest occupied orbital energy: -0.3093 Ha



Stability summary: most stable w, least stable z.



## w
Entry from the OMol25 dataset: C4H9NO2 in the gas phase (ωB97M-V/def2-TZVPD).

The geometry in ORCA input format:
```
! wB97M-V def2-TZVPD RIJCOSX def2/J DEFGRID3
* xyz 0 1
C 1.79 -0.86 1.02
C 0.62 -0.81 0.03
O -0.55 -1.30 0.66
C 0.33 0.63 -0.43
C -1.07 0.80 -1.08
N -2.11 1.19 -0.25
O -1.26 0.69 -2.28
H 1.62 -0.18 1.87
H 2.73 -0.56 0.53
H 1.91 -1.87 1.41
H 0.88 -1.45 -0.83
H -1.26 -1.04 0.04
H 0.38 1.28 0.44
H 1.09 0.94 -1.16
H -2.95 1.52 -0.70
H -2.15 1.01 0.74
*
```

Results
- LUMO energy: 0.83 eV
- SMILES: C[C@@H](O)CC(N)=O
- Highest occupied orbital energy: -0.3690 Ha



## x
Entry from the OMol25 dataset: C4H9NO2 in the gas phase (ωB97M-V/def2-TZVPD).

The geometry in ORCA input format:
```
! wB97M-V def2-TZVPD RIJCOSX def2/J DEFGRID3
* xyz 0 1
C 0.59 0.15 1.61
C -0.15 0.47 0.23
C 0.73 0.42 -0.95
O 1.33 1.78 -1.19
N -1.37 -0.35 0.13
C -1.48 -1.50 -0.62
O -0.79 -1.86 -1.54
H -0.15 0.30 2.40
H 1.38 0.91 1.72
H 1.02 -0.89 1.69
H -0.57 1.52 0.22
H 1.57 -0.36 -0.87
H 0.06 0.19 -1.77
H 2.04 1.58 -1.80
H -1.85 -0.26 0.98
H -2.37 -2.11 -0.23
*
```

Results
- LUMO energy: 0.84 eV
- SMILES: C[C@@H](CO)NC=O
- Highest occupied orbital energy: -0.3626 Ha



Stability summary: most stable w, least stable x.



## w
Entry from the OMol25 dataset: a molecular structure, CH6N3O (ωB97M-V/def2-TZVPD).

The geometry in ORCA input format:
```
! wB97M-V def2-TZVPD RIJCOSX def2/J DEFGRID3
* xyz 1 1
C -0.55 -1.12 -0.53
N -0.19 1.61 -0.79
N 0.89 -0.01 1.00
N 0.08 -0.03 0.11
O 1.56 0.91 1.33
H -1.57 -1.08 -0.21
H 0.12 -2.04 -0.29
H -0.33 -1.11 -1.65
H 0.05 2.08 0.05
H -1.18 1.67 -0.57
H 1.12 -0.89 1.55
*
```

Results
- LUMO energy (alpha / beta): -6.28 / -6.28 eV
- Highest occupied orbital energy (alpha / beta): -0.6079 / -0.6078 Ha



## x
Entry from the OMol25 dataset: 2 unconnected molecules or ions with the total composition CH6N3O (ωB97M-V/def2-TZVPD).

The geometry in ORCA input format:
```
! wB97M-V def2-TZVPD RIJCOSX def2/J DEFGRID3
* xyz 1 1
C -1.01 -0.25 -0.06
N -1.50 0.74 -0.80
N 1.42 0.62 0.27
N -0.73 -1.49 0.07
O -1.45 0.71 0.69
H -0.91 1.46 -1.21
H 1.53 1.56 -0.09
H 2.00 0.03 -0.33
H -0.61 -1.88 1.00
H 1.84 0.61 1.19
H -0.58 -2.09 -0.74
*
```

Results
- LUMO energy: -4.01 eV
- Highest occupied orbital energy: -0.5605 Ha



Stability summary: most stable x, least stable w.



## w
Entry from the OMol25 dataset: a gas-phase ion, CH6N3O (charge +1) (ωB97M-V/def2-TZVPD).

The geometry in ORCA input format:
```
! wB97M-V def2-TZVPD RIJCOSX def2/J DEFGRID3
* xyz 1 1
C 0.84 -0.66 0.33
N 0.99 0.58 -0.21
N -0.29 -1.26 -0.38
N -1.39 0.70 0.03
O -1.33 -0.67 0.26
H 1.76 -1.30 0.27
H 0.69 -0.62 1.45
H 1.53 1.37 0.19
H -0.33 -0.99 -1.33
H -1.89 1.23 0.75
H -1.39 0.81 -0.95
*
```

Results
- LUMO energy (alpha / beta): -7.70 / -6.45 eV
- Highest occupied orbital energy (alpha / beta): -0.5766 / -0.5694 Ha



## x
Entry from the OMol25 dataset: a molecular structure, CH6N3O (ωB97M-V/def2-TZVPD).

The geometry in ORCA input format:
```
! wB97M-V def2-TZVPD RIJCOSX def2/J DEFGRID3
* xyz 1 1
C -0.09 0.33 0.36
N -1.63 -0.13 -0.61
N 0.73 1.25 -0.06
N 0.57 -1.09 0.37
O -1.31 0.28 0.77
H -2.05 0.66 -1.18
H 0.38 2.20 0.01
H 1.46 0.91 -0.65
H 0.36 -1.45 1.25
H 1.50 -1.03 -0.06
H 0.09 -1.93 -0.21
*
```

Results
- LUMO energy: -4.35 eV
- Highest occupied orbital energy: -0.4930 Ha



Stability summary: most stable x, least stable w.



## w
Entry from the OMol25 dataset: C2H4ClNOS in the gas phase (ωB97M-V/def2-TZVPD).

The geometry in ORCA input format:
```
! wB97M-V def2-TZVPD RIJCOSX def2/J DEFGRID3
* xyz 0 1
O -0.98 -1.42 -0.05
N -0.86 -0.27 -0.85
C -0.15 0.76 -0.34
S -0.10 2.19 -1.13
C 0.71 0.40 0.86
Cl 1.85 -0.84 0.44
H -0.25 -1.98 -0.37
H -1.67 -0.02 -1.40
H 0.15 -0.05 1.66
H 1.29 1.25 1.18
*
```

Results
- LUMO energy: 0.13 eV
- SMILES: ONC(=S)CCl
- Highest occupied orbital energy: -0.3275 Ha



## x
Entry from the OMol25 dataset: 2 unconnected molecules or ions with the total composition C2H4ClNOS (ωB97M-V/def2-TZVPD).

The geometry in ORCA input format:
```
! wB97M-V def2-TZVPD RIJCOSX def2/J DEFGRID3
* xyz 0 1
C 1.81 0.20 0.23
C 1.17 -0.87 -0.18
N -2.01 0.88 -0.85
O -2.39 1.05 1.57
S -2.44 0.17 0.43
Cl -0.04 -1.57 0.70
H 1.89 0.72 1.17
H 2.55 0.46 -0.42
H 1.14 -1.33 -1.10
H -1.69 0.29 -1.56
*
```

Results
- LUMO energy: -0.40 eV
- Highest occupied orbital energy: -0.3660 Ha



Stability summary: most stable w, least stable x.



## w
Entry from the OMol25 dataset: a molecular structure, C5H7FN2 (ωB97M-V/def2-TZVPD).

The geometry in ORCA input format:
```
! wB97M-V def2-TZVPD RIJCOSX def2/J DEFGRID3
* xyz 0 1
C 0.40 0.58 1.08
C 0.33 0.02 -0.11
C 2.22 -0.71 0.08
C -2.10 -0.06 -0.76
C -0.69 -0.05 -1.20
N 2.50 -0.34 1.24
N 1.63 0.49 1.77
F 2.90 -1.51 -0.69
H -0.30 1.16 1.64
H -2.45 -0.85 -0.15
H -2.54 -0.06 -1.66
H -2.35 0.95 -0.30
H -0.62 0.79 -1.94
H -0.45 -1.04 -1.74
H 1.51 0.64 2.76
*
```

Results
- LUMO energy: 0.94 eV
- Highest occupied orbital energy: -0.3147 Ha



## x
Entry from the OMol25 dataset: C5H7FN2 in the gas phase (ωB97M-V/def2-TZVPD).

The geometry in ORCA input format:
```
! wB97M-V def2-TZVPD RIJCOSX def2/J DEFGRID3
* xyz 0 1
H -2.18 2.36 0.17
N -1.55 1.71 -0.24
C -0.39 2.08 -0.08
F -0.11 3.48 0.34
N 0.88 1.56 -0.35
C 1.18 0.37 -1.01
C 0.63 -0.85 -0.81
C -0.42 -1.29 0.07
C -0.63 -1.10 1.35
H 1.59 2.39 -0.55
H 2.00 0.42 -1.77
H 1.09 -1.71 -1.37
H -0.80 -2.12 -0.43
H -1.17 -1.67 2.12
H -0.11 -0.29 1.92
*
```

Results
- LUMO energy: 0.74 eV
- SMILES: [H]/N=C(\F)N/C=C\C=C
- Highest occupied orbital energy: -0.3135 Ha



Stability summary: most stable x, least stable w.